# 1
C49H36LaN2O4P2S2 | ωB97M-V with the def2-TZVPD basis set

Element x y z (Å)
La  -0.149  -0.316  0.256
C  -2.483  -1.651  4.437
C  -1.781  -1.564  3.229
N  -1.213  -0.448  2.805
C  -1.281  0.649  3.571
C  -1.914  0.646  4.848
C  -2.539  -0.557  5.258
C  -1.901  1.803  5.647
C  -1.272  2.945  5.214
C  -0.661  3.001  3.945
C  -0.015  4.169  3.472
C  0.557  4.155  2.221
C  0.504  2.992  1.461
N  -0.111  1.878  1.865
C  -0.667  1.868  3.090
H  -2.963  -2.580  4.700
H  -1.690  -2.424  2.583
H  -3.054  -0.586  6.211
H  -2.386  1.781  6.612
H  -1.239  3.831  5.834
H  0.021  5.047  4.103
H  1.063  5.026  1.831
H  0.986  2.954  0.490
O  2.126  0.345  -1.245
C  2.074  1.111  -2.162
C  1.885  2.086  -3.033
C  2.850  2.577  -3.988
C  2.485  3.498  -4.921
C  1.177  3.997  -4.991
C  0.229  3.552  -4.079
C  0.528  2.638  -3.093
P  -0.710  1.979  -1.920
C  -2.034  1.623  -3.139
C  -3.334  2.101  -3.067
C  -4.282  1.678  -3.985
C  -3.949  0.770  -4.974
C  -2.647  0.310  -5.065
C  -1.694  0.740  -4.163
C  -1.361  3.501  -1.116
C  -0.785  4.763  -1.229
C  -1.311  5.838  -0.530
C  -2.428  5.673  0.271
C  -2.990  4.414  0.412
C  -2.447  3.332  -0.255
H  3.865  2.212  -3.929
H  3.225  3.848  -5.629
H  0.914  4.715  -5.753
H  -0.779  3.948  -4.121
H  -3.623  2.798  -2.293
H  -5.293  2.056  -3.917
H  -4.698  0.428  -5.677
H  -2.366  -0.399  -5.829
H  -0.685  0.361  -4.220
H  0.074  4.912  -1.868
H  -0.847  6.812  -0.613
H  -2.851  6.519  0.797
H  -3.854  4.276  1.048
H  -2.856  2.339  -0.122
C  4.648  -6.029  -2.015
C  4.770  -4.687  -2.340
C  3.869  -3.771  -1.831
C  2.838  -4.180  -0.987
C  2.730  -5.527  -0.659
C  3.629  -6.445  -1.174
P  1.699  -2.854  -0.416
C  0.488  -3.889  0.517
C  0.546  -4.104  1.891
C  -0.408  -4.887  2.519
C  -1.430  -5.462  1.783
C  -1.482  -5.271  0.411
C  -0.534  -4.486  -0.219
C  2.598  -2.111  0.995
C  3.833  -2.515  1.480
C  4.369  -1.875  2.585
C  3.651  -0.859  3.191
C  2.418  -0.468  2.687
C  1.841  -1.056  1.553
H  5.343  -6.752  -2.419
H  5.577  -4.361  -2.982
H  3.956  -2.722  -2.080
H  1.944  -5.855  0.007
H  3.542  -7.489  -0.901
H  1.343  -3.662  2.473
H  -0.351  -5.049  3.588
H  -2.187  -6.052  2.281
H  -2.268  -5.736  -0.164
H  -0.583  -4.319  -1.287
H  4.374  -3.316  0.995
H  5.341  -2.160  2.969
H  4.064  -0.359  4.060
H  1.902  0.336  3.205
O  -1.973  -1.946  0.249
S  -2.444  -1.204  -0.955
O  -2.402  0.245  -0.571
O  -3.721  -1.632  -1.463
S  -0.952  -1.465  -2.259

Cartesian forces, eV/Å:
1.7 1.1 -0.4
0.0 0.1 0.2
0.1 0.3 -0.2
-0.2 -0.4 -0.2
-0.3 0.2 0.8
0.1 -0.9 -1.0
0.2 0.3 -0.3
0.5 1.6 0.1
-0.8 -0.9 0.9
0.6 0.0 -1.1
-0.1 -0.6 -0.3
0.0 0.4 0.5
-0.4 -0.9 0.0
0.6 0.7 -0.2
-0.2 0.4 0.6
0.0 -0.1 0.1
-0.1 0.0 -0.1
0.0 0.0 0.0
0.0 0.0 0.1
-0.1 0.0 0.1
0.0 0.1 0.0
0.0 0.0 -0.1
-0.1 0.0 -0.1
0.0 -0.4 1.1
0.0 0.3 -1.0
0.0 -0.7 0.8
0.7 0.5 -0.4
0.3 -0.5 0.5
-0.7 0.5 -0.4
0.3 0.0 -0.1
-0.8 -0.2 0.8
0.7 1.4 -1.5
-0.1 -0.1 0.3
0.1 0.0 0.0
-0.2 0.0 -0.1
-0.1 0.1 -0.1
0.1 0.0 -0.1
-0.1 0.1 0.0
0.0 -0.3 0.3
0.1 -0.1 -0.1
0.0 0.1 0.1
0.0 0.1 0.1
-0.1 0.0 0.1
0.0 0.1 0.0
0.1 0.0 -0.1
0.1 0.0 0.0
-0.1 0.1 -0.1
-0.1 0.0 -0.1
0.0 0.0 0.0
-0.1 0.0 0.0
0.0 0.0 0.0
0.0 -0.1 -0.1
0.0 0.1 -0.1
0.1 -0.1 -0.1
0.0 0.0 -0.1
0.0 0.1 0.0
0.0 0.0 0.1
-0.1 0.0 0.0
0.0 -0.1 0.0
0.2 -0.1 0.0
-0.1 0.0 0.0
-0.1 0.3 -0.2
-0.1 0.1 0.1
0.1 -0.1 0.0
0.3 -0.7 0.8
0.1 0.0 -0.1
0.1 0.1 -0.1
-0.1 0.0 0.1
-0.1 0.0 0.0
-0.1 -0.1 0.0
0.1 0.0 0.1
-0.2 0.2 -0.2
0.0 -0.1 -0.1
0.1 0.0 0.1
0.1 0.1 0.2
0.0 -0.1 -0.1
1.1 -0.5 1.0
0.1 0.0 0.0
0.0 0.0 -0.1
0.0 0.1 -0.1
0.0 0.0 0.0
0.0 0.0 0.0
0.0 0.1 0.0
0.0 0.0 0.0
0.0 -0.1 0.0
-0.1 0.0 -0.1
-0.1 0.1 0.0
0.1 -0.1 0.0
0.0 0.0 0.0
0.0 0.0 0.1
-0.1 0.1 0.1
-0.2 -0.1 0.7
-2.0 -0.5 -1.7
-0.9 -0.3 0.3
0.1 0.0 0.3
0.0 -0.4 -0.2

Calculated values
- highest occupied orbital energy (eV) = -2.01
- net charge = -1
- LUMO (hartree) = 0.04704

Atomic partial charges in e from the Mulliken method, atoms 1 to 8:
1. La 2.03
2. C -1.20
3. C -0.61
4. N 0.54
5. C -0.54
6. C 1.39
7. C -0.80
8. C -0.93

=====

# 2
C6H10N5O2 | ωB97M-V with the def2-TZVPD basis set

Element x y z (Å)
C  -0.328  -0.716  -1.268
C  0.532  1.725  -0.691
C  -0.098  -3.164  -0.893
C  1.436  2.518  1.460
C  -0.776  -2.077  -1.722
C  0.618  2.851  0.208
N  0.491  -0.049  -2.141
N  0.834  1.122  -1.697
N  -1.579  -0.595  0.723
N  -0.640  -0.187  -0.145
N  -1.340  -0.366  1.968
O  -0.231  0.039  2.377
O  -2.270  -0.615  2.757
H  0.981  -3.124  -1.029
H  -0.453  -4.154  -1.183
H  -0.321  -3.011  0.160
H  1.436  3.363  2.147
H  2.460  2.276  1.196
H  0.989  1.656  1.953
H  -1.859  -2.131  -1.573
H  -0.541  -2.194  -2.781
H  1.057  3.699  -0.337
H  -0.398  3.131  0.511

Cartesian forces, eV/Å:
-0.5 -0.1 0.5
-0.7 -1.7 -0.8
-0.1 0.0 -0.1
-0.1 0.1 0.1
-0.1 0.1 0.2
0.0 0.3 0.8
0.2 -1.0 -1.4
-0.1 0.9 1.2
-1.5 -1.1 -1.3
1.9 2.4 0.0
0.4 0.0 0.3
0.4 0.3 0.2
-0.3 0.0 0.4
0.1 0.0 0.0
0.0 -0.1 0.0
0.0 0.0 0.1
0.0 0.1 0.0
0.2 0.0 -0.1
0.0 0.0 0.0
0.0 0.0 -0.1
-0.1 0.1 0.0
-0.1 -0.2 -0.1
0.1 0.0 -0.1

Calculated values
- highest occupied orbital energy (eV) = -3.47
- net charge = -1
- LUMO (hartree) = 0.12842

Atomic partial charges in e from the Mulliken method, atoms 1 to 8:
1. C 0.64
2. C 0.56
3. C -1.08
4. C -0.89
5. C -0.39
6. C -0.46
7. N -0.96
8. N 0.00

=====

# 3
C13H15N3O3 | ωB97M-V with the def2-TZVPD basis set

Element x y z (Å)
N  -0.431  3.341  -1.096
C  -0.930  1.966  -1.344
C  -2.059  1.762  -0.285
O  -2.696  2.693  0.036
N  -2.392  0.485  0.114
C  -1.673  -0.783  -0.043
C  -0.694  -1.171  1.076
C  0.569  -0.343  1.043
C  0.763  0.791  1.740
N  2.063  1.270  1.488
C  2.714  0.374  0.622
C  3.967  0.426  -0.008
C  4.236  -0.618  -0.877
C  3.374  -1.695  -1.121
C  2.098  -1.715  -0.499
C  1.763  -0.623  0.306
C  -2.695  -1.903  -0.071
O  -3.741  -1.942  0.515
O  -2.202  -2.852  -0.909
H  -0.132  3.767  -1.992
H  -1.256  3.901  -0.861
H  -1.358  1.774  -2.391
H  -0.109  1.269  -1.186
H  -3.314  0.468  0.569
H  -1.177  -0.801  -1.008
H  -0.411  -2.221  1.017
H  -1.169  -1.061  2.067
H  0.114  1.393  2.361
H  2.598  1.897  2.081
H  4.684  1.194  0.206
H  5.174  -0.653  -1.438
H  3.688  -2.504  -1.757
H  1.412  -2.556  -0.640
H  -2.924  -3.520  -0.935

Cartesian forces, eV/Å:
-0.4 0.2 -1.5
-0.2 0.3 0.1
2.2 -3.1 -2.2
-2.2 2.7 1.4
-0.2 0.0 0.5
-0.9 0.3 0.1
0.7 0.9 0.6
-1.1 -0.4 0.3
1.5 1.1 0.1
0.5 -0.6 -0.3
-0.8 0.7 0.0
-0.9 -0.8 0.3
0.8 -0.3 -0.6
-1.7 0.4 1.2
1.4 0.1 -0.8
0.3 -0.6 0.2
0.6 0.7 -0.8
0.2 -0.3 -0.2
-1.7 -0.7 0.6
0.1 -0.6 0.7
0.2 -0.3 0.2
0.3 0.3 1.4
0.0 -0.1 -0.1
0.8 -0.3 -0.1
0.2 0.1 0.0
-0.1 -0.2 -0.3
0.0 0.1 -0.5
-0.1 -0.3 0.0
-0.6 -0.1 -0.3
0.2 0.3 0.0
-0.1 0.3 0.4
0.0 -0.1 -0.2
0.2 0.3 0.0
0.7 0.1 -0.1

Calculated values
- highest occupied orbital energy (eV) = -8.12
- structure (SMILES) = NCC(=O)N[C@@H](Cc1c[nH]c2ccccc12)C(=O)O
- net charge = 0
- LUMO (hartree) = 0.01971

Atomic partial charges in e from the Mulliken method, atoms 1 to 8:
1. N -0.68
2. C -0.04
3. C 0.38
4. O -0.62
5. N -0.16
6. C 0.45
7. C -1.31
8. C 0.60

=====

# 4
C33H57N4OP2Ti | ωB97M-V with the def2-TZVPD basis set

Element x y z (Å)
C  -0.844  -2.379  -1.361
C  1.418  -1.977  -0.858
C  -0.511  -3.480  -2.140
C  1.778  -3.197  -1.483
C  0.809  -3.944  -2.128
H  -1.298  -3.964  -2.715
H  2.828  -3.486  -1.458
H  1.064  -4.868  -2.643
N  0.087  -1.752  -0.623
P  -2.580  -0.844  0.214
P  2.466  0.613  0.191
C  -2.242  -1.791  -1.354
H  -2.360  -1.117  -2.220
H  -2.970  -2.599  -1.503
C  0.257  1.717  1.440
O  0.458  2.818  1.823
C  2.385  -1.015  -0.451
H  3.377  -1.481  -0.298
C  3.592  1.262  -1.285
C  3.615  0.717  1.753
C  -3.786  0.577  -0.198
C  -3.416  -2.235  1.177
C  3.137  2.714  -1.394
H  3.391  3.303  -0.503
H  3.609  3.191  -2.265
H  2.049  2.750  -1.525
C  5.115  1.171  -1.141
H  5.532  1.701  -0.280
H  5.459  0.128  -1.131
H  5.552  1.635  -2.041
C  3.258  0.453  -2.542
H  3.719  0.922  -3.423
H  3.625  -0.578  -2.472
H  2.173  0.409  -2.706
C  4.061  2.186  1.900
H  3.187  2.844  2.001
H  4.662  2.281  2.817
H  4.671  2.554  1.072
C  2.825  0.366  3.014
H  1.953  1.014  3.151
H  2.490  -0.674  3.010
H  3.484  0.501  3.887
C  4.795  -0.257  1.694
H  5.474  -0.091  0.855
H  5.388  -0.123  2.613
H  4.456  -1.300  1.666
C  -3.735  -1.706  2.579
H  -4.180  -2.523  3.166
H  -2.826  -1.371  3.097
H  -4.447  -0.872  2.573
C  -2.421  -3.400  1.299
H  -2.187  -3.854  0.329
H  -1.484  -3.089  1.771
H  -2.878  -4.176  1.931
C  -4.694  -2.769  0.494
H  -4.895  -3.774  0.896
H  -5.573  -2.156  0.715
H  -4.598  -2.872  -0.594
C  -3.705  0.870  -1.699
H  -4.161  0.075  -2.306
H  -4.256  1.799  -1.915
H  -2.665  1.013  -2.005
C  -3.301  1.810  0.587
H  -2.273  2.097  0.320
H  -3.960  2.657  0.342
H  -3.348  1.647  1.673
C  -5.254  0.309  0.155
H  -5.679  -0.507  -0.441
H  -5.408  0.116  1.223
H  -5.825  1.218  -0.095
Ti  -0.123  -0.049  0.650
N  -0.300  0.931  -1.139
C  0.394  1.292  -2.041
C  0.121  2.264  -3.269
C  1.165  2.098  -4.358
C  -1.239  1.959  -3.888
C  0.102  3.716  -2.793
H  2.161  2.405  -4.020
H  1.200  1.058  -4.703
H  0.889  2.733  -5.211
H  -2.060  2.337  -3.270
H  -1.327  2.475  -4.856
H  -1.371  0.884  -4.062
H  -0.233  4.361  -3.619
H  -0.601  3.853  -1.961
H  1.087  4.073  -2.478
C  -1.272  0.691  3.996
C  -0.563  -0.576  3.733
N  -0.060  -1.022  2.574
C  0.556  -2.256  2.849
C  0.425  -2.520  4.173
N  -0.274  -1.447  4.714
H  -2.038  0.880  3.229
H  -1.767  0.613  4.975
H  -0.575  1.540  4.021
H  1.047  -2.834  2.077
H  0.757  -3.359  4.759
H  -0.538  -1.317  5.688

Cartesian forces, eV/Å:
0.2 -0.5 -0.5
0.4 0.9 1.0
-1.1 0.5 0.2
-0.1 -0.7 -0.5
0.8 0.4 0.4
0.3 0.0 0.1
-0.3 0.0 -0.2
0.0 0.2 0.1
-0.1 0.5 -0.6
-0.3 -0.5 -0.4
1.4 -0.6 -0.3
0.0 -0.1 -0.2
0.2 -0.2 0.3
0.2 0.3 0.0
0.0 4.9 2.0
-0.4 -3.2 -1.2
0.5 -2.5 1.7
-0.3 0.0 -0.7
-0.3 0.3 0.7
-0.3 -0.1 -0.5
-0.1 -0.4 0.0
-0.2 0.4 0.0
0.3 0.2 -0.5
-0.1 -0.2 -0.2
-0.1 0.1 0.1
0.4 0.1 0.2
0.2 0.1 -0.2
-0.1 -0.2 -0.3
-0.1 0.3 0.0
-0.1 -0.1 0.2
-0.1 0.2 -0.1
0.0 0.0 0.2
-0.2 0.3 0.0
0.3 -0.2 -0.1
0.0 0.0 0.1
0.2 -0.1 0.0
-0.1 0.0 -0.2
-0.2 -0.1 0.3
-0.1 0.0 0.2
0.1 -0.1 0.0
0.1 0.1 0.0
-0.2 0.0 -0.2
0.3 0.1 0.1
-0.2 -0.1 0.3
-0.1 -0.1 -0.2
0.0 0.2 0.0
-0.1 -0.2 0.2
0.1 0.2 0.0
-0.2 -0.2 -0.1
0.2 -0.2 0.0
0.1 0.0 0.0
-0.1 0.1 0.2
-0.2 -0.1 -0.1
0.1 0.2 -0.1
-0.2 -0.1 0.3
0.0 0.2 -0.1
0.3 -0.2 -0.1
-0.1 0.0 0.3
0.0 0.2 0.0
0.2 0.2 0.2
0.1 -0.2 0.1
-0.3 -0.1 0.0
-0.1 0.1 -0.1
-0.3 -0.1 0.1
0.2 -0.2 0.1
0.0 0.0 -0.3
-0.2 0.3 -0.1
0.1 0.3 0.2
0.0 0.0 -0.4
0.1 -0.2 0.1
0.5 -1.3 0.4
3.0 1.2 -3.7
-5.5 0.9 1.3
1.2 0.1 -0.6
0.4 0.0 -0.3
-0.6 -0.4 0.1
0.0 0.3 0.5
-0.2 -0.1 -0.1
0.1 0.2 0.0
0.1 -0.2 0.3
0.2 -0.2 -0.1
0.3 -0.2 0.3
-0.1 0.2 0.0
0.1 -0.3 0.1
0.1 0.0 -0.2
-0.3 0.0 -0.1
-0.4 0.4 0.2
0.9 -0.5 -0.7
-0.2 -0.6 1.0
-0.4 0.8 0.2
0.0 0.1 0.0
0.0 -0.4 0.2
0.3 0.0 0.3
0.1 0.2 -0.3
-0.2 -0.2 0.0
-0.1 0.1 0.1
0.0 0.1 0.0
0.2 -0.2 -0.5

Calculated values
- highest occupied orbital energy (alpha / beta) (eV) = -8.71 / -8.85
- multiplicity = 3
- net charge = +1
- LUMO (alpha / beta) (hartree) = -0.11716 / -0.11343

Atomic partial charges in e from the Mulliken method, atoms 1 to 8:
1. C -0.21
2. C 0.19
3. C -1.02
4. C -1.31
5. C -0.86
6. H 0.52
7. H 0.54
8. H 0.43